[1]
Computed, not measured: C28H50P2RuSi as an isolated structure in a non-equilibrium geometry, with wB97M-V/def2-TZVPD.

Each line ends with the Mulliken charge.
Positions of all 82 atoms, in Å:
Ru: 0.646 0.031 -1.389  -0.830
C: 1.998 2.448 -0.020  -0.813
C: 1.191 2.223 -1.282  2.471
C: -0.089 3.308 0.374  1.244
C: 1.188 3.006 0.954  0.190
C: -0.104 2.931 -0.955  1.134
C: 3.449 2.251 0.156  -1.898
H: 3.950 2.067 -0.792  0.269
H: 3.635 1.406 0.824  0.300
H: 3.903 3.137 0.620  0.450
C: 1.496 3.061 2.397  -1.225
H: 2.572 3.016 2.562  0.447
H: 1.013 2.216 2.909  -0.120
H: 1.142 3.982 2.867  0.421
C: -1.255 3.820 1.126  -1.607
H: -0.925 4.458 1.960  0.350
H: -1.858 2.987 1.543  -0.026
H: -1.894 4.443 0.483  0.458
C: -1.124 3.390 -1.912  -2.178
H: -1.190 4.482 -1.854  0.507
H: -2.110 3.009 -1.639  0.351
H: -0.902 3.113 -2.940  0.305
C: 1.858 2.600 -2.572  -2.029
H: 2.120 3.676 -2.633  0.324
H: 1.223 2.335 -3.422  0.413
H: 2.770 2.009 -2.706  0.461
C: 0.982 -3.784 -1.070  -0.027
C: 2.172 -3.227 -1.391  -0.819
C: 2.677 -3.010 -2.781  -0.762
C: 1.622 -2.461 -3.746  -1.199
C: 0.516 -1.658 -3.053  0.212
C: -0.673 -2.286 -2.845  -0.407
C: -0.893 -3.781 -2.841  -1.326
C: 0.125 -4.603 -1.993  -0.880
H: 3.144 -3.936 -3.163  0.448
H: 1.206 -3.334 -4.265  0.313
H: 3.522 -2.309 -2.752  0.417
H: 0.729 -5.218 -2.675  0.342
H: 0.846 -4.096 -0.022  0.702
H: 2.957 -3.180 -0.612  0.688
H: -0.449 -5.331 -1.388  0.351
H: -1.902 -3.975 -2.428  0.312
H: -1.668 -1.786 -2.894  0.758
H: -0.981 -4.203 -3.855  0.541
H: 2.095 -1.829 -4.518  0.385
H: 0.666 -0.548 -3.072  0.277
P: 0.514 -1.603 0.954  1.469
C: 1.288 -2.534 2.285  -1.227
C: 1.963 -0.941 0.060  -3.120
P: -1.669 -0.559 -1.136  0.900
C: -1.035 -2.134 0.180  -1.297
C: -2.277 0.427 -2.638  -1.465
C: -2.912 0.057 0.007  -1.042
H: 0.953 -2.209 3.265  0.256
H: 2.359 -2.327 2.204  0.459
H: 1.155 -3.615 2.162  0.392
H: 2.049 -1.316 -0.984  0.875
H: 2.881 -1.179 0.600  0.852
H: 2.002 0.166 -0.018  0.373
H: -3.531 -0.753 0.402  0.525
H: -3.548 0.838 -0.423  0.446
H: -2.297 0.472 0.811  -0.442
H: -1.843 -2.248 0.912  0.876
H: -0.921 -3.003 -0.473  0.398
H: -2.924 1.253 -2.311  0.541
H: -2.872 -0.217 -3.298  0.608
H: -1.406 0.807 -3.203  0.258
C: -1.704 -1.001 4.609  -1.065
Si: -1.668 0.658 3.723  -0.076
C: -3.367 1.027 2.968  -1.069
C: -1.035 2.067 4.785  -0.952
C: -0.534 0.603 2.244  -0.497
C: -0.020 0.044 1.236  1.095
H: -2.383 -0.949 5.471  0.383
H: -0.708 -1.280 4.982  0.314
H: -2.070 -1.795 3.941  0.339
H: -4.119 1.234 3.726  0.547
H: -3.311 1.890 2.298  0.366
H: -3.726 0.178 2.383  0.282
H: 0.003 1.861 5.077  0.343
H: -1.060 2.999 4.205  0.227
H: -1.621 2.229 5.696  0.429

* highest occupied orbital energy (spin up / spin down): -0.322 / -0.345 Eh
* net charge: +1
* spin multiplicity: 6
* HOMO-LUMO gap (spin up / spin down): 5.7368 / 5.0739 eV


[2]
Computed, not measured: C28H51AsAuNP2SSi3 as an isolated structure in a non-equilibrium geometry, with wB97M-V/def2-TZVPD.

Each line ends with the Mulliken charge.
Positions of all 88 atoms, in Å:
Au: -1.107 0.528 -1.371  0.518
S: -4.692 -0.448 1.407  -0.306
C: -3.880 -1.978 1.204  0.969
C: -4.234 -3.242 1.654  -0.609
C: -3.402 -4.302 1.350  -0.816
C: -2.235 -4.121 0.606  -0.964
C: -1.864 -2.864 0.177  0.429
C: -2.692 -1.785 0.473  -1.179
N: -2.466 -0.492 0.121  0.738
C: -3.411 0.321 0.520  0.631
C: -3.287 1.732 0.269  0.846
C: -4.208 2.672 0.744  -0.925
C: -3.983 4.016 0.527  -0.939
C: -2.827 4.431 -0.111  -0.928
C: -1.900 3.500 -0.572  -0.311
C: -2.142 2.153 -0.424  -0.226
H: -5.143 -3.385 2.212  0.489
H: -3.658 -5.289 1.699  0.459
H: -1.629 -4.982 0.365  0.497
H: -0.954 -2.664 -0.374  0.167
H: -5.084 2.347 1.283  0.485
H: -4.698 4.747 0.871  0.439
H: -2.650 5.484 -0.255  0.495
H: -0.988 3.846 -1.035  0.576
C: 0.474 3.326 -3.337  -1.443
P: 0.384 1.526 -3.063  1.113
C: 2.050 0.984 -3.626  -1.439
C: -0.685 1.017 -4.466  -1.057
C: -0.689 -0.495 -4.638  -0.921
P: -1.156 -1.406 -3.086  0.807
C: -2.815 -2.041 -3.534  -1.368
C: -0.131 -2.918 -3.294  -1.475
H: -0.525 3.756 -3.318  0.470
H: 0.930 3.516 -4.309  0.497
H: 1.078 3.787 -2.556  0.414
H: 2.178 1.266 -4.670  0.525
H: 2.180 -0.090 -3.516  0.315
H: 2.803 1.486 -3.025  0.499
H: -0.319 1.506 -5.374  0.598
H: -1.695 1.389 -4.261  0.307
H: 0.308 -0.835 -4.929  0.411
H: -1.395 -0.774 -5.425  0.583
H: -3.187 -2.689 -2.741  0.317
H: -2.762 -2.607 -4.467  0.484
H: -3.501 -1.205 -3.655  0.397
H: -0.200 -3.300 -4.311  0.500
H: -0.485 -3.684 -2.603  0.432
H: 0.909 -2.683 -3.063  0.318
C: 3.874 2.222 2.721  -0.912
Si: 2.452 2.168 1.460  0.173
C: 1.066 3.436 1.756  -0.797
C: 3.147 2.382 -0.297  -0.837
As: 1.350 -0.001 1.366  0.238
Si: 2.922 -1.790 0.850  0.067
C: 3.427 -1.449 -0.956  -0.565
C: 2.026 -3.468 0.907  -0.819
C: 4.382 -1.670 2.069  -1.022
Si: 0.246 -0.335 3.486  0.128
C: -1.243 0.845 3.493  -0.506
C: 1.561 0.073 4.807  -1.078
C: -0.290 -2.155 3.591  -0.777
H: 4.421 3.156 2.612  0.390
H: 4.581 1.412 2.565  0.219
H: 3.513 2.172 3.743  0.282
H: 1.322 4.404 1.335  0.425
H: 0.880 3.597 2.814  0.381
H: 0.133 3.115 1.296  -0.021
H: 3.638 3.342 -0.415  0.593
H: 2.333 2.321 -1.019  -0.370
H: 3.879 1.612 -0.529  0.335
H: 2.543 -1.214 -1.546  -0.431
H: 3.911 -2.313 -1.401  0.532
H: 4.115 -0.614 -1.039  0.414
H: 1.258 -3.531 0.140  0.022
H: 1.555 -3.653 1.867  0.259
H: 2.728 -4.277 0.726  0.491
H: 5.034 -0.839 1.816  0.267
H: 4.979 -2.578 2.029  0.423
H: 4.048 -1.545 3.096  0.274
H: -0.943 1.884 3.598  0.366
H: -1.921 0.619 4.311  0.480
H: -1.799 0.754 2.564  -0.188
H: 1.592 1.137 5.017  0.302
H: 2.552 -0.243 4.490  0.227
H: 1.336 -0.437 5.738  0.419
H: -0.694 -2.513 2.647  0.022
H: -1.065 -2.282 4.342  0.417
H: 0.537 -2.801 3.874  0.360

* highest occupied orbital energy: -0.445 Eh
* net charge: +2
* spin multiplicity: 1
* HOMO-LUMO gap: 4.3434 eV


[3]
Computed, not measured: C28H51GaN2O2S2Si2 as an isolated structure in a non-equilibrium geometry, with wB97M-V/def2-TZVPD.

Each line ends with the Mulliken charge.
Positions of all 88 atoms, in Å:
Ga: -0.910 0.324 0.450  0.143
O: 2.740 4.721 2.360  -0.685
C: 1.557 4.462 2.928  0.183
C: 1.196 5.187 4.066  -0.686
C: -0.007 4.960 4.699  -0.364
C: -0.884 3.998 4.215  -0.836
C: -0.539 3.270 3.098  -0.470
C: 0.670 3.486 2.438  0.879
C: 0.993 2.666 1.263  0.752
O: 0.203 1.683 0.966  -0.130
N: 2.087 2.936 0.617  -0.571
N: 2.337 2.194 -0.509  -0.464
C: 3.534 2.178 -0.900  0.275
S: 3.983 1.411 -2.406  -0.059
C: 5.781 1.491 -2.099  -0.622
C: 6.062 2.786 -1.375  -0.601
S: 4.892 2.910 0.015  -0.109
H: 2.820 4.136 1.561  0.592
H: 1.887 5.930 4.429  0.432
H: -0.270 5.536 5.572  0.383
H: -1.827 3.819 4.707  0.425
H: -1.213 2.512 2.714  0.298
H: 6.276 1.445 -3.067  0.457
H: 6.056 0.628 -1.491  0.282
H: 5.910 3.653 -2.020  0.305
H: 7.063 2.810 -0.947  0.393
C: 0.853 -0.228 -2.746  -0.592
Si: 0.727 -2.112 -2.465  0.524
C: 2.502 -2.873 -2.690  2.432
C: 2.495 -4.399 -2.581  -1.966
C: 3.140 -2.483 -4.023  -1.806
C: 3.385 -2.320 -1.568  -1.861
C: -0.780 -2.785 -3.495  1.940
C: -1.080 -4.244 -3.153  -1.774
C: -2.043 -1.975 -3.171  -1.880
C: -0.528 -2.678 -5.000  -1.957
H: 1.322 0.012 -3.695  0.504
H: 1.441 0.253 -1.969  -0.390
H: -0.127 0.241 -2.749  0.221
H: 1.991 -4.844 -3.433  0.382
H: 1.999 -4.734 -1.675  0.301
H: 3.513 -4.785 -2.564  0.499
H: 2.543 -2.830 -4.861  0.324
H: 4.129 -2.935 -4.105  0.506
H: 3.256 -1.405 -4.097  0.276
H: 3.038 -2.652 -0.592  0.103
H: 3.388 -1.235 -1.580  0.157
H: 4.411 -2.663 -1.690  0.639
H: -1.268 -4.363 -2.089  0.268
H: -0.256 -4.893 -3.433  0.322
H: -1.968 -4.578 -3.690  0.536
H: -2.293 -2.035 -2.113  0.294
H: -2.887 -2.373 -3.733  0.551
H: -1.932 -0.929 -3.439  0.368
H: 0.285 -3.334 -5.302  0.373
H: -0.276 -1.659 -5.284  0.345
H: -1.421 -2.973 -5.552  0.487
C: 0.314 -2.508 -0.635  0.120
Si: 0.268 -1.152 2.888  -0.282
C: 2.197 -1.189 3.316  2.387
C: 2.356 -0.556 4.704  -1.931
C: 2.934 -2.531 3.301  -1.894
C: 2.859 -0.272 2.285  -1.617
C: -0.572 -2.881 3.348  2.050
C: -0.736 -2.985 4.864  -1.912
C: -1.961 -2.800 2.708  -1.827
C: 0.119 -4.142 2.827  -1.405
H: 0.645 -3.499 -0.346  0.088
H: 0.803 -1.785 0.014  -0.886
H: -0.754 -2.459 -0.447  0.240
H: 1.883 -1.168 5.471  0.429
H: 1.909 0.436 4.733  0.430
H: 3.411 -0.456 4.958  0.445
H: 2.577 -3.187 4.090  0.363
H: 3.999 -2.365 3.473  0.545
H: 2.828 -3.035 2.342  0.276
H: 2.412 0.720 2.303  -0.022
H: 2.754 -0.671 1.275  0.168
H: 3.922 -0.162 2.497  0.590
H: -1.248 -2.111 5.262  0.438
H: 0.227 -3.068 5.361  0.355
H: -1.320 -3.866 5.127  0.457
H: -2.496 -1.912 3.041  0.394
H: -2.563 -3.673 2.963  0.507
H: -1.880 -2.754 1.621  0.264
H: 0.986 -4.399 3.424  0.311
H: 0.436 -4.019 1.795  0.072
H: -0.567 -4.988 2.869  0.523

* highest occupied orbital energy: -0.280 Eh
* spin multiplicity: 1
* HOMO-LUMO gap: 6.5857 eV


[4]
Computed, not measured: C28H52Cl2GeNO5PPtSi3 as an isolated structure in a non-equilibrium geometry, with wB97M-V/def2-TZVPD.

Each line ends with the Mulliken charge.
Positions of all 94 atoms, in Å:
Pt: 0.253 -0.215 -0.470  1.215
Cl: 4.022 -6.846 -1.798  -0.223
C: 2.964 -5.494 -1.525  0.051
C: 1.845 -5.317 -2.373  -0.517
C: 0.984 -4.283 -2.203  0.507
Cl: -0.422 -4.184 -3.223  -0.209
C: 1.159 -3.269 -1.185  -0.228
O: 0.314 -2.312 -1.105  -0.740
C: 2.272 -3.528 -0.328  0.908
C: 2.482 -2.711 0.819  -0.872
O: 1.799 -1.699 0.994  -0.971
C: 3.155 -4.625 -0.507  -1.146
H: 1.659 -6.034 -3.162  0.465
H: 3.240 -3.025 1.558  0.327
H: 3.978 -4.761 0.185  0.459
C: 0.143 -0.901 -5.170  -0.355
C: 1.181 -0.189 -4.591  -1.140
C: 1.028 0.254 -3.292  -0.328
N: -0.074 0.010 -2.564  1.086
C: -1.047 -0.726 -3.117  -0.201
C: -0.988 -1.172 -4.424  -0.929
H: 0.218 -1.241 -6.195  0.520
H: 2.091 0.030 -5.132  0.501
H: 1.787 0.860 -2.814  0.437
H: -1.906 -0.923 -2.490  0.154
H: -1.810 -1.741 -4.833  0.594
C: -4.852 4.032 -0.329  -1.208
C: -4.120 2.809 0.163  -0.201
O: -2.709 2.889 -0.197  0.146
P: -2.215 1.977 -1.409  -0.222
O: -0.511 2.487 -1.248  0.679
C: -0.077 3.885 -1.483  -0.151
C: -0.527 4.914 -0.478  -0.829
O: -2.552 2.924 -2.654  -0.369
C: -2.547 2.402 -4.012  0.564
C: -1.935 3.424 -4.931  -1.350
H: -5.910 3.950 -0.074  0.435
H: -4.762 4.133 -1.410  0.229
H: -4.455 4.934 0.137  0.289
H: -4.552 1.891 -0.249  0.453
H: -4.142 2.726 1.246  0.098
H: -0.444 4.110 -2.480  0.157
H: 1.006 3.795 -1.519  0.383
H: -1.557 5.219 -0.642  0.297
H: 0.124 5.783 -0.588  0.457
H: -0.438 4.557 0.542  -0.102
H: -3.583 2.200 -4.279  0.377
H: -1.996 1.459 -4.042  -0.338
H: -2.460 4.376 -4.854  0.323
H: -2.008 3.076 -5.962  0.431
H: -0.880 3.583 -4.705  0.302
C: 0.207 1.713 -0.110  -0.998
H: 1.225 2.109 -0.139  0.591
H: -0.282 2.067 0.791  -0.028
C: 2.635 0.711 4.896  -0.872
Si: 2.676 0.519 3.045  0.426
C: 2.986 2.174 2.229  -1.068
C: 4.143 -0.543 2.610  -1.237
Ge: 0.622 -0.374 2.168  0.492
Si: -0.768 1.624 3.877  0.451
C: -2.428 1.188 3.148  -0.936
C: -0.290 3.335 3.356  0.010
C: -0.830 1.590 5.728  -1.249
Si: -0.333 -2.254 3.294  0.657
C: -0.531 -1.994 5.120  -0.973
C: -2.018 -2.449 2.508  -1.030
C: 0.585 -3.842 2.990  -0.949
H: 3.610 1.051 5.258  0.435
H: 2.412 -0.241 5.383  0.241
H: 1.895 1.439 5.226  0.086
H: 3.826 2.694 2.700  0.460
H: 2.121 2.834 2.261  0.135
H: 3.250 2.011 1.180  0.283
H: 5.046 0.045 2.800  0.432
H: 4.153 -0.829 1.559  0.244
H: 4.202 -1.447 3.219  0.294
H: -2.351 0.849 2.113  0.261
H: -3.059 2.084 3.177  0.437
H: -2.924 0.407 3.728  0.391
H: -0.282 3.445 2.277  -0.981
H: 0.684 3.638 3.741  0.473
H: -1.041 4.018 3.769  0.527
H: -1.047 0.612 6.148  0.421
H: -1.636 2.273 6.021  0.404
H: 0.094 1.951 6.179  0.412
H: -1.190 -1.156 5.338  0.034
H: 0.422 -1.827 5.627  0.306
H: -0.986 -2.890 5.556  0.469
H: -2.699 -1.652 2.809  0.264
H: -2.482 -3.403 2.778  0.464
H: -1.924 -2.417 1.419  0.166
H: 1.529 -3.903 3.538  0.277
H: 0.784 -4.024 1.936  0.107
H: -0.060 -4.652 3.340  0.458

* highest occupied orbital energy (spin up / spin down): -0.359 / -0.359 Eh
* net charge: +1
* spin multiplicity: 2
* HOMO-LUMO gap (spin up / spin down): 7.4238 / 5.7173 eV


Molar mass across the listed records, respectively: 577.8; 851.9; 637.8; 936.6 g/mol.
Energy relative to the best compared isomer or geometry (same formula, charge and spin) across the listed records, respectively: 3.1187; 1.9122; 0.8015; 4.5210 eV.
E across the listed records, respectively: -2163.2979; -5472.7337; -4657.6272; -5855.3352 Ha.